Here is 2 unconnected molecules or ions with the total composition C3H7N2OS at a distorted geometry from OMol25. Energies are from ωB97M-V/def2-TZVPD.

Last columns: bonded neighbours and bond lengths (Å).
Positions of all 14 atoms, in Å:
1 N 0.51 -0.02 0.99  C2 1.455, H8 1.085, H9 1.036
2 C -0.23 0.14 -0.24  N1 1.455, C3 1.551, C5 1.663, H10 1.153
3 C -0.63 -0.98 -1.24  C2 1.551, C5 1.625, H11 1.138, H12 1.095
4 S 3.20 1.29 0.26  no bonds
5 C -1.78 -0.47 -0.21  C2 1.663, C3 1.625, N6 1.418, O7 1.272
6 N -1.97 -1.47 0.77  C5 1.418, H13 1.049, H14 1.026
7 O -2.68 0.13 -0.89  C5 1.272
8 H 1.55 0.23 0.80  N1 1.085
9 H 0.43 0.79 1.63  N1 1.036
10 H -0.15 1.17 -0.75  C2 1.153
11 H -0.58 -2.12 -1.21  C3 1.138
12 H -0.63 -0.58 -2.25  C3 1.095
13 H -2.99 -1.54 1.01  N6 1.049
14 H -1.33 -1.35 1.57  N6 1.026

Output
**2S+1**: 2
**Kohn-Sham gap (alpha / beta)**: 4.2 / 4.2 eV
**E_HOMO (alpha / beta)**: -0.2845 / -0.2772 Eh
**Molecular weight**: 119.17 g/mol



Here is a gas-phase ion, C3H7N2OS (charge +1) at a distorted geometry from OMol25. Energies are from ωB97M-V/def2-TZVPD.

Last columns: bonded neighbours and bond lengths (Å).
Positions of all 14 atoms, in Å:
1 C 0.97 -0.86 -0.23  C2 1.597, N4 1.269, N5 1.324
2 C -0.44 -0.17 0.04  C1 1.597, O6 1.200, S7 1.764
3 C -1.98 1.99 0.62  S7 1.827, H8 1.073, H9 1.090, H10 1.061
4 N 0.92 -2.10 0.05  C1 1.269, H11 1.008, H12 1.004
5 N 1.92 -0.30 -0.96  C1 1.324, H13 0.984, H14 1.042
6 O -1.44 -0.81 -0.17  C2 1.200
7 S -0.22 1.54 0.40  C2 1.764, C3 1.827
8 H -2.35 1.43 -0.22  C3 1.073
9 H -1.96 3.07 0.47  C3 1.090
10 H -2.24 1.61 1.57  C3 1.061
11 H 0.14 -2.69 0.32  N4 1.008
12 H 1.73 -2.68 0.07  N4 1.004
13 H 2.08 0.67 -0.97  N5 0.984
14 H 2.88 -0.70 -0.99  N5 1.042

Output
**Charge**: +1
**2S+1**: 3
**Kohn-Sham gap (alpha / beta)**: 7.2 / 6.3 eV
**E_HOMO (alpha / beta)**: -0.3846 / -0.5294 Eh
**Molecular weight**: 119.17 g/mol



molecular weight of number 2 (C3H7N2OS)?
119.17 g/mol



What did the second record say?
Here is a gas-phase ion, C3H7N2OS (charge +1) at a distorted geometry from OMol25. Energies are from ωB97M-V/def2-TZVPD.

Last columns: bonded neighbours and bond lengths (Å).
Positions of all 14 atoms, in Å:
1 C 0.97 -0.86 -0.23  C2 1.597, N4 1.269, N5 1.324
2 C -0.44 -0.17 0.04  C1 1.597, O6 1.200, S7 1.764
3 C -1.98 1.99 0.62  S7 1.827, H8 1.073, H9 1.090, H10 1.061
4 N 0.92 -2.10 0.05  C1 1.269, H11 1.008, H12 1.004
5 N 1.92 -0.30 -0.96  C1 1.324, H13 0.984, H14 1.042
6 O -1.44 -0.81 -0.17  C2 1.200
7 S -0.22 1.54 0.40  C2 1.764, C3 1.827
8 H -2.35 1.43 -0.22  C3 1.073
9 H -1.96 3.07 0.47  C3 1.090
10 H -2.24 1.61 1.57  C3 1.061
11 H 0.14 -2.69 0.32  N4 1.008
12 H 1.73 -2.68 0.07  N4 1.004
13 H 2.08 0.67 -0.97  N5 0.984
14 H 2.88 -0.70 -0.99  N5 1.042

Output
**Charge**: +1
**2S+1**: 3
**Kohn-Sham gap (alpha / beta)**: 7.2 / 6.3 eV
**E_HOMO (alpha / beta)**: -0.3846 / -0.5294 Eh
**Molecular weight**: 119.17 g/mol



Among the records above, which one has the highest 2S+1?
number 2